C34H61ClF6NO5P2S | ωB97M-V with the def2-TZVPD basis set

XYZ file:
```
111
Properties=species:S:1:pos:R:3:lowdin_charge:R:1
Cl 0.532 -2.306 4.803 0.559
S 0.128 -3.536 -2.078 0.209
P 0.290 -3.630 -0.101 0.487
P 1.510 -0.575 1.764 0.958
F -5.482 10.356 -1.418 0.143
F -5.404 11.388 -3.338 0.145
F 3.262 4.622 -2.323 0.144
F 3.069 3.320 -0.585 0.120
F 4.514 4.954 -0.571 0.147
F -3.580 11.106 -2.179 0.141
O -5.070 8.764 -4.265 0.147
O 5.082 2.635 -3.092 0.147
O 5.921 2.652 -0.956 0.003
O -3.579 8.408 -2.558 0.010
O -2.151 2.419 -4.186 -0.258
N -0.661 -2.230 0.539 -0.229
C 3.131 -1.497 1.377 -0.439
C -1.085 0.084 1.150 -0.228
C 5.035 3.035 -1.930 -0.324
C -3.162 -3.118 1.233 -0.132
C 2.475 1.974 3.019 -0.182
C -2.376 2.785 -1.612 -0.158
C -3.299 7.103 -3.087 -0.225
C -2.041 3.410 -3.101 -0.229
C -1.248 -3.564 2.807 -0.168
C -1.230 0.589 4.257 -0.102
C -3.186 -5.799 0.543 -0.194
C -2.237 -0.574 3.676 -0.156
C 0.353 -7.855 0.055 -0.248
C -4.740 10.492 -2.554 -0.471
C 4.259 -0.931 2.476 -0.163
C 3.979 3.978 -1.360 -0.468
C 1.685 -7.262 0.834 -0.138
C 6.941 1.726 -1.359 -0.215
C -2.104 -6.740 -0.284 -0.200
C -2.049 -0.923 2.077 -0.160
C -4.500 9.153 -3.248 -0.320
C 0.257 -3.480 3.386 -0.655
C -1.698 -2.507 1.647 -0.298
C -2.111 0.578 -0.077 -0.177
C -1.368 1.514 -1.203 -0.186
C -1.069 -7.499 0.786 -0.217
C 0.112 -0.903 0.526 -0.393
C -2.322 7.192 -4.245 -0.059
C 0.593 -4.992 4.025 -0.138
C 8.072 2.450 -2.066 -0.060
C -0.441 1.676 4.740 0.048
C -3.189 -4.209 0.017 -0.184
C -0.836 2.187 -4.812 -0.122
C 2.002 1.304 1.599 -0.375
H -2.149 -1.489 4.398 0.080
H 1.911 2.989 3.173 0.077
H -0.988 3.959 -3.071 0.137
H 0.355 -0.693 -0.620 0.142
H 2.344 -8.185 1.164 0.088
H -3.996 -2.335 0.996 0.126
H -1.992 -3.562 3.741 0.155
H 3.647 2.124 3.100 0.091
H -1.381 -4.652 2.332 0.089
H -3.473 2.313 -1.610 0.129
H -4.225 6.592 -3.376 0.126
H -2.657 -0.324 -0.598 0.125
H 1.702 -3.545 0.160 -0.002
H -1.246 0.879 -2.179 0.112
H -1.323 -2.082 -0.283 0.110
H 4.973 -0.126 2.017 0.082
H 0.323 -7.353 -1.018 0.102
H -1.480 -6.092 -1.043 0.074
H -1.513 -8.497 1.218 0.124
H 1.168 1.931 1.026 0.076
H 3.495 -1.301 0.277 0.088
H 4.859 -1.871 2.901 0.094
H 0.533 -9.020 -0.096 0.121
H -0.167 -4.881 0.445 0.003
H -0.913 -6.756 1.697 0.063
H -1.414 7.725 -3.942 0.088
H -2.314 3.666 -0.843 0.120
H 0.006 2.162 -3.968 0.096
H -3.339 -0.146 3.860 0.138
H -0.340 1.924 -0.803 0.110
H 8.464 3.258 -1.440 0.087
H -4.251 -6.289 0.314 0.123
H 2.310 -6.643 0.061 0.071
H 1.756 -5.191 3.844 0.096
H 1.119 -3.290 2.622 0.043
H 1.403 -6.620 1.788 0.046
H 2.178 1.236 3.889 0.053
H -4.269 -4.102 -0.488 0.131
H -0.102 2.796 4.976 0.075
H 3.039 -2.660 1.634 0.062
H -0.561 3.110 -5.506 0.111
H -2.440 -4.017 -0.860 0.056
H 7.323 1.257 -0.445 0.124
H -2.752 7.749 -5.083 0.082
H -2.696 -7.630 -0.804 0.128
H 0.033 -5.855 3.470 0.057
H -3.550 -3.702 2.201 0.140
H -0.777 1.121 1.585 0.128
H 3.624 -0.539 3.400 0.063
H -3.098 -0.508 1.676 0.127
H -0.884 1.165 -5.391 0.109
H -2.941 1.270 0.429 0.134
H 8.885 1.759 -2.304 0.086
H -2.869 4.238 -3.301 0.119
H -2.047 6.195 -4.597 0.066
H 2.939 1.307 0.860 0.078
H -3.071 -5.879 1.720 0.106
H 0.452 -4.980 5.190 0.083
H 6.520 0.927 -1.979 0.126
H -2.851 6.520 -2.275 0.114
H 7.727 2.909 -2.998 0.080
```

Summary:
Max |F|   10.1 eV Å⁻¹
Charge   +1
DFT total energy   -106192.59632 eV
Spin multiplicity   1